Below is a 19-piece molecular cluster, C72H148N18O2 overall, with properties calculated with ωB97M-V/def2-TZVPD.

Results
E: -3968.03080 Ha
HOMO: -8.245 eV

```
240
C72H148N18O2 ωB97M-V/def2-TZVPD
N 3.531 2.314 0.106
H 3.530 3.251 -0.300
H 3.558 2.368 1.091
H 4.395 1.863 -0.177
H 1.802 1.502 -0.031
N -2.369 0.055 1.557
H -2.099 0.925 1.049
H -2.860 -0.457 0.883
H -2.997 0.239 2.360
H -0.696 -0.730 1.578
O 1.075 0.905 -0.005
C 1.484 -0.469 -0.174
C 0.379 -1.456 0.185
O -0.009 -1.403 1.542
H 2.360 -0.683 0.448
H 1.804 -0.617 -1.209
H 0.690 -2.498 -0.187
H -0.506 -1.196 -0.384
C 3.794 -6.935 5.728
C 2.346 -6.676 6.169
C 1.398 -7.160 5.113
C 1.353 -6.360 3.848
N 1.205 -5.729 2.913
H 4.195 -6.185 4.982
H 3.829 -7.965 5.373
H 4.394 -6.886 6.604
H 2.114 -5.645 6.439
H 2.316 -7.230 7.186
H 0.386 -7.297 5.453
H 1.782 -8.143 4.791
C 6.161 -0.538 -4.960
C 7.191 -0.427 -3.817
C 6.565 0.027 -2.471
C 6.184 1.438 -2.461
N 5.941 2.576 -2.531
H 5.867 0.410 -5.323
H 5.182 -1.001 -4.669
H 6.573 -1.027 -5.836
H 7.960 0.222 -4.121
H 7.678 -1.366 -3.617
H 7.230 -0.246 -1.610
H 5.650 -0.562 -2.294
C 3.187 6.330 5.793
C 2.471 5.125 6.289
C 2.823 3.837 5.578
C 2.305 3.752 4.216
N 1.877 3.824 3.144
H 4.200 6.116 5.548
H 3.120 7.144 6.532
H 2.674 6.805 4.923
H 1.370 5.272 6.309
H 2.725 4.992 7.332
H 2.442 2.918 6.124
H 3.891 3.760 5.456
C 3.333 -3.910 -0.848
C 3.513 -4.968 -1.944
C 4.960 -4.947 -2.571
C 6.047 -5.624 -1.873
N 6.981 -6.101 -1.400
H 4.099 -4.057 -0.118
H 2.377 -4.128 -0.417
H 3.224 -2.907 -1.238
H 2.752 -4.877 -2.699
H 3.330 -5.980 -1.542
H 5.280 -3.873 -2.721
H 4.907 -5.384 -3.569
C 0.089 -2.730 5.722
C -0.811 -1.852 4.749
C -0.546 -0.323 4.733
C 0.865 0.115 4.806
N 1.909 0.524 4.931
H 0.051 -2.276 6.686
H 1.146 -2.707 5.494
H -0.251 -3.748 5.679
H -1.858 -2.020 5.035
H -0.602 -2.190 3.710
H -1.004 0.241 5.540
H -0.881 0.176 3.800
C -1.001 -3.470 -6.088
C -1.354 -2.991 -4.722
C -0.246 -3.258 -3.729
C -0.151 -4.687 -3.491
N -0.067 -5.838 -3.306
H -0.108 -2.832 -6.444
H -1.861 -3.373 -6.806
H -0.684 -4.565 -5.983
H -2.258 -3.526 -4.330
H -1.423 -1.900 -4.748
H -0.561 -2.789 -2.736
H 0.675 -2.739 -4.065
C 2.932 -2.522 2.515
C 3.955 -1.837 3.352
C 4.182 -0.400 2.852
C 4.671 -0.422 1.478
N 4.782 -0.530 0.344
H 3.343 -2.484 1.443
H 1.982 -1.999 2.505
H 2.816 -3.620 2.720
H 4.964 -2.349 3.442
H 3.681 -1.590 4.369
H 4.705 0.199 3.528
H 3.166 0.016 2.716
C 0.031 2.117 -4.650
C 1.432 2.702 -4.334
C 2.260 2.007 -3.298
C 2.355 0.547 -3.573
N 2.506 -0.613 -3.673
H 0.179 1.096 -4.914
H -0.356 2.638 -5.545
H -0.837 2.168 -3.968
H 1.384 3.779 -4.071
H 2.037 2.637 -5.256
H 1.964 2.037 -2.223
H 3.267 2.443 -3.244
C -4.447 -2.526 -3.368
C -5.424 -1.535 -2.685
C -4.704 -0.466 -1.850
C -4.027 0.447 -2.769
N -3.505 1.212 -3.463
H -3.659 -2.691 -2.629
H -4.006 -2.108 -4.272
H -4.811 -3.489 -3.669
H -6.087 -2.067 -1.974
H -6.117 -1.040 -3.369
H -3.886 -0.959 -1.294
H -5.373 0.145 -1.157
C -3.432 -6.122 1.979
C -2.779 -4.862 2.574
C -1.769 -4.317 1.589
C -2.483 -3.497 0.591
N -3.102 -2.824 -0.131
H -4.293 -6.432 2.577
H -2.664 -6.861 1.890
H -3.866 -5.926 1.005
H -2.253 -5.170 3.527
H -3.531 -4.127 2.895
H -1.154 -5.077 1.029
H -1.068 -3.620 2.024
C -1.544 6.351 3.894
C -2.318 5.126 3.504
C -1.437 3.903 3.390
C -0.992 3.443 4.696
N -0.660 3.297 5.799
H -2.198 7.209 3.889
H -0.749 6.572 3.189
H -1.137 6.164 4.877
H -2.790 5.292 2.531
H -3.138 5.029 4.216
H -0.510 4.024 2.806
H -2.037 3.177 2.857
C -1.547 6.324 -2.432
C -2.426 5.217 -2.855
C -2.400 3.901 -1.986
C -2.839 4.148 -0.601
N -3.247 4.251 0.458
H -1.910 6.696 -1.494
H -1.634 7.100 -3.213
H -0.487 5.966 -2.322
H -2.050 4.855 -3.803
H -3.422 5.595 -2.991
H -1.396 3.452 -1.863
H -3.065 3.165 -2.474
C -4.938 4.280 6.107
C -6.094 3.944 5.160
C -6.378 2.479 4.810
C -5.192 1.761 4.322
N -4.245 1.201 4.004
H -4.672 5.321 6.287
H -4.032 3.842 5.625
H -5.113 3.855 7.109
H -5.906 4.446 4.135
H -7.037 4.417 5.440
H -7.124 2.514 4.062
H -6.694 1.889 5.659
C 5.032 -6.959 -6.281
C 3.595 -6.813 -5.835
N 2.709 -6.433 -6.918
C 2.925 -5.024 -7.162
C 2.431 -4.438 -8.427
C 1.271 -6.702 -6.607
C 0.892 -8.177 -6.368
H 5.276 -7.731 -6.968
H 5.583 -7.159 -5.344
H 5.549 -6.102 -6.595
H 3.209 -7.831 -5.559
H 3.476 -6.198 -4.891
H 2.376 -4.439 -6.284
H 3.964 -4.795 -7.017
H 2.515 -3.314 -8.442
H 2.910 -4.770 -9.280
H 1.378 -4.611 -8.563
H 0.705 -6.382 -7.473
H 1.027 -6.034 -5.798
H -0.181 -8.163 -6.298
H 1.383 -8.499 -5.461
H 1.137 -8.807 -7.178
C -8.591 0.238 2.219
C -7.723 1.251 1.501
N -8.303 2.585 1.674
C -9.633 2.589 1.153
C -10.395 3.891 1.233
C -7.430 3.667 1.188
C -6.913 3.412 -0.181
H -8.045 -0.698 2.246
H -9.444 0.060 1.610
H -8.923 0.576 3.219
H -6.628 1.141 1.730
H -7.898 0.859 0.460
H -9.704 2.134 0.154
H -10.180 1.876 1.811
H -9.996 4.686 0.570
H -11.414 3.602 0.745
H -10.437 4.243 2.254
H -6.599 3.740 1.964
H -7.977 4.608 1.271
H -7.669 3.434 -1.022
H -6.373 2.487 -0.148
H -6.200 4.203 -0.406
C 0.946 4.608 -0.355
C 1.778 5.785 0.134
N 3.213 5.754 -0.336
C 3.378 6.757 -1.429
C 4.326 6.320 -2.517
C 4.200 5.993 0.744
C 5.563 5.331 0.546
H -0.037 4.609 0.094
H 1.434 3.685 0.053
H 0.915 4.405 -1.453
H 1.273 6.708 -0.147
H 1.798 5.790 1.203
H 2.428 7.012 -1.854
H 3.647 7.731 -0.997
H 5.237 5.857 -2.174
H 3.826 5.580 -3.126
H 4.627 7.161 -3.199
H 3.773 5.303 1.558
H 4.380 7.058 1.034
H 6.119 5.462 1.426
H 6.130 5.725 -0.328
H 5.432 4.285 0.311
```

Löwdin population analysis, charges in e, atoms 1 to 6:
1. N 0.0843
2. H 0.0117
3. H 0.0085
4. H -0.0028
5. H -0.0361
6. N 0.0716